This record from the OMol25 dataset describes 3 unconnected molecules or ions with the total composition C2H10NO2S. The level of theory is wB97M-V/def2-TZVPD.

Properties
Relative energy (zero: lowest compared OMol25 entry of this formula, charge and spin) ... 1.276 eV
HOMO-LUMO gap ... 0.2342 hartree
HOMO level ... -0.1152 hartree
LUMO level ... 3.238 eV

```
! RIJCOSX wB97M-V def2-TZVPD def2/J DEFGRID3
* xyz -1 1
H -2.06 -3.73 -0.86
S -1.73 -1.23 1.46
H 0.90 0.85 -0.60
H -1.52 0.34 -0.65
O -2.81 -3.14 -0.67
H -1.21 1.20 0.82
H 1.45 2.84 -1.33
H -2.45 -2.30 -0.20
C 0.60 0.10 0.14
O 2.35 3.30 -1.42
H 2.12 -0.84 0.99
H 2.25 4.04 -0.78
N 1.40 -0.18 1.33
H 0.78 -0.73 -0.50
C -0.92 0.28 0.32
H 0.84 -0.82 1.97
*
```

These are the Mulliken partial charges, in e, on atoms 1 to 8:
1 H 0.280
2 S -0.707
3 H 0.054
4 H 0.314
5 O -0.683
6 H 0.285
7 H 0.355
8 H 0.259

=====

This record from the OMol25 dataset describes 3 unconnected molecules or ions with the total composition C2H10NO2S. The level of theory is wB97M-V/def2-TZVPD.

Properties
Relative energy (zero: lowest compared OMol25 entry of this formula, charge and spin) ... 0.635 eV
HOMO-LUMO gap (spin up / spin down) ... 0.3777 / 0.2575 hartree
HOMO level (spin up / spin down) ... -0.3602 / -0.3483 hartree
LUMO level (spin up / spin down) ... 0.476 / -2.473 eV

```
! RIJCOSX wB97M-V def2-TZVPD def2/J DEFGRID3
* xyz 0 2
O 0.38 0.37 -3.57
C -0.54 0.14 -0.02
N 0.42 1.05 0.66
C 0.08 -1.27 -0.21
H 1.03 -1.12 -0.72
H 0.44 0.54 1.55
H -0.27 2.74 0.81
O -0.38 3.61 1.28
S -0.04 -2.37 1.21
H 0.05 -0.33 -3.01
H -0.54 -1.78 -0.96
H -0.77 0.66 -0.96
H 0.05 0.21 -4.45
H 1.38 0.95 0.36
H 0.51 3.69 1.63
H -1.51 -0.08 0.42
*
```

These are the Mulliken partial charges, in e, on atoms 1 to 8:
1 O -0.616
2 C -0.411
3 N -0.625
4 C -0.814
5 H 0.410
6 H 0.256
7 H 0.475
8 O -0.717

=====

Number 1: strongest force on any atom 2.8 eV/Å. Number 2: strongest force on any atom 2.6 eV/Å.